Record 1
{"formula": "C2H15NO4", "method": "wB97M-V/def2-TZVPD", "elements": ["C", "N", "C", "H", "H", "H", "H", "H", "H", "H", "H", "H", "O", "H", "H", "O", "H", "H", "O", "H", "H", "O"], "positions_angstrom": [[-0.25576, 2.73144, 1.23424], [0.34211, 1.75762, 0.46226], [1.44421, 2.13707, -0.45208], [-1.08714, 3.10738, 0.66959], [0.37089, 3.65418, 1.44133], [-0.59978, 2.50675, 2.27404], [0.65053, 1.16150, 1.19813], [2.14285, 2.94256, 0.09712], [2.24111, 1.39344, -0.84410], [1.11078, 2.77226, -1.25743], [-0.66273, -0.85557, 2.18415], [-1.19818, -1.05916, 3.76283], [-0.95979, -0.53529, 2.97337], [1.07636, -2.69129, 1.09487], [-0.02321, -2.73163, -0.03971], [0.16850, -2.92477, 0.92875], [-2.07823, -1.16425, -3.39538], [-0.78216, -0.72173, -2.63697], [-1.17759, -1.34265, -3.24136], [-0.68134, -3.94111, -1.92389], [-0.18804, -2.76020, -2.53316], [0.14663, -3.43656, -1.99660]], "atomic_forces_ev_per_a": [[-0.959, 4.229, 1.118], [2.068, -2.642, -0.781], [2.412, 1.903, 1.802], [-0.932, 0.612, 0.053], [-0.013, -0.581, -0.368], [0.199, -0.848, -1.075], [0.983, -1.428, -0.345], [-1.016, -1.402, -0.606], [-2.162, 0.508, 0.815], [-0.598, -0.361, -0.571], [1.008, -2.768, -2.801], [0.633, -0.353, -1.803], [-1.635, 3.048, 4.505], [0.526, 0.192, -0.282], [0.687, -0.375, 1.264], [-1.164, 0.204, -0.952], [-1.986, 0.793, 0.022], [-0.107, 1.048, 0.709], [2.085, -1.712, -0.770], [0.364, -0.269, 0.285], [-0.617, 2.374, -1.695], [0.226, -2.174, 1.473]], "mulliken_charge": [-1.10, 0.06, -1.40, 0.40, 0.29, 0.27, 0.14, 0.28, 0.51, 0.34, 0.41, 0.34, -0.85, 0.34, 0.39, -0.83, 0.83, 0.37, -1.60, 0.39, 0.58, -1.16], "charge": -1, "homo_lumo_gap_ev": [2.72, 9.09], "e_lumo_ev": [3.49, 3.36], "spin_multiplicity": 2}

=====

Record 2
{"formula": "C5H6N2O2S", "method": "wB97M-V/def2-TZVPD", "elements": ["C", "C", "C", "C", "C", "N", "N", "O", "O", "S", "H", "H", "H", "H", "H", "H"], "positions_angstrom": [[-1.83391, -1.28865, 0.03946], [-0.68533, -2.05170, -0.14820], [-0.78158, 0.74186, 0.17056], [0.58814, -0.18160, 0.22615], [-0.55936, 2.25812, 0.20808], [-1.86003, 0.05054, 0.00351], [0.55598, -1.44809, 0.03249], [2.93731, -1.00274, -0.01131], [2.24012, 1.40288, -0.76712], [2.25393, 0.46820, 0.32774], [-2.89490, -1.60239, 0.05679], [-0.78627, -3.15416, -0.31730], [-0.32547, 2.46357, 1.14669], [-1.52138, 2.67636, -0.02073], [0.33956, 2.24938, -0.48644], [2.33318, -1.58158, -0.46035]], "atomic_forces_ev_per_a": [[-0.298, -1.166, -1.348], [-1.123, 0.304, 1.126], [3.915, -2.472, 0.192], [-3.434, 1.590, 0.017], [-0.554, -4.005, -4.526], [0.594, 2.211, 1.023], [-2.316, -1.137, -0.789], [1.523, 2.499, 0.778], [0.465, 0.918, -1.492], [0.699, -1.894, 1.267], [1.038, -0.960, -0.113], [0.554, 1.237, 0.262], [1.431, 1.303, 4.178], [-0.017, 0.773, -0.700], [-1.373, 1.488, 0.631], [-1.103, -0.688, -0.505]], "mulliken_charge": [-0.13, -0.42, 0.79, 0.49, -1.38, -0.57, -0.59, -0.47, -0.57, 0.53, 0.38, 0.35, 0.40, 0.34, 0.43, 0.43], "homo_lumo_gap_ev": 9.44, "e_lumo_ev": -0.12}

=====

Record 3
{"formula": "C4H11O2PS", "method": "wB97M-V/def2-TZVPD", "elements": ["O", "O", "S", "C", "C", "C", "C", "P", "H", "H", "H", "H", "H", "H", "H", "H", "H", "H", "H"], "positions_angstrom": [[1.13054, -0.08626, -1.56610], [-0.25782, 0.25578, 0.55492], [-0.75297, 1.90528, -1.82854], [0.87894, 1.56950, 2.41327], [-0.56425, -2.73180, -0.85246], [0.57099, 1.37260, 1.02796], [-1.26038, -1.39198, -1.35486], [-0.23520, 0.07240, -1.07780], [0.53681, 2.12745, -1.92930], [-0.02640, 1.71280, 3.01007], [1.50261, 2.47026, 2.66671], [1.37999, 0.72730, 2.77989], [-0.34318, -2.69096, 0.23413], [0.48879, -2.85333, -1.25168], [-1.05222, -3.64982, -1.12372], [0.10136, 2.37066, 0.79605], [1.63365, 1.30965, 0.59324], [-2.04968, -1.09885, -0.72414], [-1.68159, -1.39067, -2.36765]], "atomic_forces_ev_per_a": [[1.355, -0.572, -0.455], [0.125, 0.696, 0.345], [-2.120, 0.638, -0.469], [-0.936, 0.363, 3.452], [2.064, 1.375, -0.068], [1.405, 1.972, -3.330], [0.648, -0.273, 0.187], [1.829, -0.724, 1.186], [0.725, 0.110, -0.189], [-0.043, -0.149, 0.164], [-0.461, -0.790, -0.983], [0.883, -1.282, 1.030], [-0.718, 0.010, -0.510], [-1.199, 0.514, -0.052], [-0.745, -0.074, -0.015], [0.211, -1.241, -0.953], [-1.854, -0.034, -0.451], [-1.679, -0.378, 0.989], [0.511, -0.161, 0.123]], "mulliken_charge": [-0.69, -0.35, -0.35, -1.46, -1.04, 0.01, -0.43, 0.82, 0.21, 0.34, 0.33, 0.40, 0.28, 0.28, 0.36, 0.30, 0.29, 0.31, 0.38], "smiles": "CCO[P@](=O)(S)CC", "homo_lumo_gap_ev": 10.37, "e_lumo_ev": 0.68}

=====

Record 4
{"formula": "C5H5AuO3", "method": "wB97M-V/def2-TZVPD", "elements": ["O", "C", "O", "Au", "H", "O", "C", "C", "C", "C", "H", "H", "H", "H"], "positions_angstrom": [[-0.84896, -0.36360, -1.78618], [0.25977, 0.24111, -1.64001], [1.35522, -0.50042, -1.27581], [-1.82232, -0.72954, -0.18200], [0.48680, 1.04418, -2.36631], [-0.93645, -0.49955, 2.80230], [-0.91239, -0.04042, 1.49772], [0.05426, 0.75162, 1.08652], [0.85988, 1.24302, 0.06544], [2.05349, 0.40955, -0.39581], [-1.65734, -1.12534, 2.89927], [0.93372, 2.32821, -0.06900], [2.77735, 1.00456, -0.97252], [2.56472, -0.18754, 0.36994]], "atomic_forces_ev_per_a": [[-0.385, 0.046, -1.715], [2.737, 1.513, -0.697], [-0.328, -0.225, 0.381], [-1.817, -1.045, 2.395], [-0.212, -0.323, 0.102], [0.117, 1.664, -2.946], [-1.436, -2.697, 2.427], [3.527, 2.260, -0.718], [-1.276, -0.189, 0.561], [0.166, -0.416, -0.272], [-0.486, -0.546, 0.207], [-0.220, -0.265, 0.145], [-0.244, -0.069, 0.332], [-0.143, 0.291, -0.201]], "mulliken_charge": [-0.64, 0.24, -0.26, 0.52, 0.38, -0.33, 0.22, -0.06, -0.18, -0.29, 0.41, 0.37, 0.29, 0.33], "charge": 1, "homo_lumo_gap_ev": [6.53, 6.01], "e_lumo_ev": [-5.05, -8.08], "spin_multiplicity": 4}

=====

Record 5
{"formula": "C4H7N3", "method": "wB97M-V/def2-TZVPD", "elements": ["N", "C", "C", "C", "N", "C", "N", "H", "H", "H", "H", "H", "H", "H"], "positions_angstrom": [[-2.46042, -0.51443, 0.10659], [-1.22424, 0.11034, -0.00992], [-0.04710, -0.75258, 0.03228], [1.09507, -0.05058, 0.12987], [2.49651, -0.35186, 0.15135], [1.49089, 1.26469, 0.28495], [-1.03283, 1.38491, -0.08460], [-3.25270, 0.00881, -0.23746], [-2.48853, -1.48818, -0.15848], [-0.10340, -1.83513, 0.05810], [2.84813, -0.86893, -0.64478], [2.88702, -0.63805, 1.03716], [1.69681, 1.82083, -0.63274], [-1.90519, 1.91016, -0.03230]], "atomic_forces_ev_per_a": [[-0.044, 0.009, -0.138], [0.121, 0.123, -0.016], [0.089, 0.054, 0.037], [-0.053, 0.167, 0.032], [0.130, -0.297, 0.011], [-0.202, -0.116, -0.130], [-0.173, -0.232, 0.032], [0.105, -0.030, 0.065], [0.026, 0.112, 0.058], [0.032, 0.169, -0.011], [-0.045, 0.098, 0.079], [-0.061, 0.054, -0.102], [-0.038, -0.062, 0.090], [0.112, -0.050, -0.006]], "mulliken_charge": [-0.50, 0.64, -0.71, 0.37, -0.35, -0.42, -0.61, 0.23, 0.23, 0.29, 0.24, 0.26, 0.16, 0.18], "homo_lumo_gap_ev": 8.55, "e_lumo_ev": 0.80}

=====

Record 6
{"formula": "C28H34IrN6O4PS5", "method": "wB97M-V/def2-TZVPD", "elements": ["Ir", "S", "C", "N", "C", "C", "C", "C", "C", "C", "S", "H", "H", "H", "H", "C", "C", "C", "N", "C", "S", "N", "C", "O", "C", "C", "C", "C", "C", "C", "H", "H", "H", "H", "H", "H", "H", "H", "H", "H", "H", "H", "H", "H", "N", "C", "O", "C", "C", "N", "C", "N", "H", "H", "C", "C", "C", "O", "P", "S", "S", "O", "C", "C", "C", "H", "H", "H", "H", "H", "H", "H", "H", "H", "H", "H", "H", "H", "H"], "positions_angstrom": [[0.64091, 0.00255, -0.30933], [0.86557, -0.54468, 2.00778], [-0.39476, -1.61857, 1.58653], [-0.74217, -1.53011, 0.32335], [-1.68076, -2.47016, -0.04794], [-2.21300, -2.64541, -1.32112], [-3.14972, -3.64455, -1.50753], [-3.55741, -4.45850, -0.44766], [-3.03118, -4.28927, 0.82151], [-2.08633, -3.29024, 1.01203], [-1.23102, -2.85420, 2.47354], [-1.88348, -2.00569, -2.12971], [-3.57492, -3.80016, -2.49034], [-4.29143, -5.23426, -0.61980], [-3.34813, -4.92064, 1.64100], [2.07642, 6.68057, 3.15092], [1.76108, 5.21408, 2.89368], [0.50580, 5.06247, 2.04876], [0.24116, 3.65809, 1.74273], [-0.13059, 3.12343, 0.59190], [-0.92816, 1.62421, 0.57095], [0.09731, 3.80334, -0.56481], [1.20267, 4.53612, -1.02743], [1.06897, 5.15188, -2.05252], [2.49217, 4.55395, -0.26452], [3.09302, 5.80099, -0.10618], [4.28193, 5.93429, 0.58374], [4.88468, 4.80390, 1.12309], [4.32537, 3.55355, 0.94315], [3.13843, 3.40384, 0.22422], [2.97810, 6.78617, 3.75279], [1.26152, 7.17670, 3.68178], [2.24062, 7.21281, 2.21187], [1.62027, 4.68940, 3.84325], [2.59346, 4.72797, 2.37879], [0.61020, 5.61651, 1.11812], [-0.36534, 5.46632, 2.57336], [0.10835, 3.03732, 2.53034], [-0.50791, 3.53745, -1.33051], [2.60548, 6.66687, -0.53692], [4.73692, 6.90823, 0.70151], [5.80619, 4.89672, 1.68304], [4.80455, 2.66392, 1.33386], [2.85106, 1.49987, 0.93142], [1.27932, 0.71970, -4.27698], [1.14925, 0.83445, -2.95050], [0.23603, 0.18238, -2.36397], [2.04227, 1.67574, -2.18149], [1.93622, 1.45148, -0.81852], [2.58949, 2.11293, 0.15715], [2.95215, 2.45346, -2.95068], [3.72098, 2.91117, -3.67978], [0.63185, 0.13188, -4.77118], [1.96969, 1.25360, -4.77810], [3.94344, -4.55278, -1.66838], [4.74702, -3.93207, -0.54245], [4.20756, -4.27483, 0.83149], [4.88323, -2.49934, -0.75160], [3.98284, -1.29264, -0.23392], [4.22926, -0.88444, 1.65654], [2.08028, -1.76217, -0.88953], [4.52277, -0.07487, -1.09344], [5.20208, -0.01694, -2.37471], [4.52428, -0.85451, -3.44415], [6.66813, -0.35015, -2.18680], [3.96914, -5.63895, -1.56412], [4.36708, -4.29142, -2.63833], [2.90490, -4.22687, -1.63956], [5.78046, -4.27554, -0.61970], [3.17709, -3.93342, 0.94472], [4.80657, -3.81617, 1.61577], [4.22938, -5.35889, 0.95464], [5.10112, 1.03574, -2.64317], [4.73547, -1.91497, -3.31434], [4.89664, -0.54195, -4.42151], [3.44418, -0.70990, -3.42182], [6.78841, -1.38966, -1.88369], [7.11024, 0.29151, -1.42508], [7.20162, -0.19334, -3.12606]], "atomic_forces_ev_per_a": [[0.198, 0.161, 0.076], [0.125, -0.154, 0.046], [-0.011, 0.094, -0.063], [0.033, 0.090, 0.072], [-0.036, 0.014, -0.010], [-0.007, 0.003, 0.008], [-0.001, 0.005, -0.002], [0.002, -0.001, 0.000], [-0.015, 0.002, 0.003], [0.012, 0.002, -0.018], [0.016, 0.006, 0.022], [0.002, -0.001, 0.001], [0.001, -0.001, 0.000], [-0.003, 0.004, 0.001], [0.011, -0.004, -0.001], [-0.047, 0.034, 0.027], [0.015, 0.013, -0.012], [0.080, 0.090, 0.030], [-0.280, -0.013, -0.040], [0.419, -0.014, 0.246], [-0.551, -0.081, -0.137], [-0.066, -0.222, -0.312], [0.344, 0.287, 0.051], [-0.014, 0.065, -0.137], [-0.011, -0.550, -0.130], [0.123, -0.027, -0.153], [0.011, -0.021, -0.026], [0.084, 0.007, 0.024], [0.028, -0.023, -0.191], [0.027, 0.189, -0.049], [0.013, -0.006, 0.000], [-0.009, -0.001, 0.013], [-0.019, -0.011, 0.043], [0.000, -0.014, 0.004], [-0.130, 0.093, 0.144], [-0.074, -0.019, 0.084], [0.009, -0.019, 0.022], [0.010, -0.028, 0.008], [-0.027, -0.066, 0.041], [-0.017, -0.023, -0.010], [-0.014, 0.004, 0.021], [0.016, -0.006, -0.022], [0.028, -0.022, 0.006], [-0.162, 0.150, -0.039], [-0.132, 0.154, -0.019], [-0.097, -0.024, 0.148], [0.167, 0.029, -0.080], [-0.525, 0.155, -0.574], [-0.134, -0.606, 0.232], [0.288, 0.080, 0.374], [0.378, -0.174, 0.406], [-0.161, 0.234, 0.043], [0.014, -0.005, -0.021], [-0.017, -0.008, -0.005], [0.007, -0.003, -0.014], [0.051, 0.045, 0.092], [-0.021, -0.009, 0.009], [-0.045, -0.081, -0.262], [-0.066, 0.033, 0.271], [-0.088, 0.269, -0.210], [0.076, -0.023, -0.107], [0.125, 0.084, 0.109], [-0.048, 0.000, -0.080], [-0.008, 0.050, 0.020], [0.010, -0.032, -0.010], [0.006, -0.003, -0.011], [0.002, 0.012, 0.001], [-0.004, -0.002, 0.013], [-0.002, -0.010, 0.038], [0.006, -0.007, -0.002], [0.000, -0.010, -0.010], [-0.003, -0.006, -0.008], [0.051, -0.089, 0.013], [-0.025, -0.027, 0.026], [0.025, -0.010, 0.000], [0.054, -0.028, -0.012], [0.013, 0.012, -0.010], [-0.002, -0.001, 0.004], [-0.006, 0.013, -0.004]], "mulliken_charge": [0.28, -0.35, 0.51, 0.26, -0.74, -0.42, -0.67, -0.50, -0.49, 0.92, -0.25, 0.51, 0.39, 0.37, 0.39, -1.52, 0.45, -0.87, 0.13, -0.20, -0.45, 0.15, 0.03, -0.60, 1.48, -0.95, -0.79, -0.73, -0.70, -0.35, 0.37, 0.41, 0.32, 0.52, -0.22, 0.30, 0.58, 0.35, 0.39, 0.49, 0.47, 0.44, 0.64, 0.26, -0.21, -0.05, -0.64, 1.36, -0.84, 0.81, -0.68, -0.74, 0.25, 0.20, -1.16, 0.38, -1.31, -0.24, 0.87, -0.45, -0.36, -0.39, 0.76, -0.96, -1.49, 0.48, 0.27, 0.19, 0.25, 0.22, 0.35, 0.47, 0.24, 0.18, 0.43, 0.17, 0.19, 0.34, 0.46], "homo_lumo_gap_ev": 6.92, "e_lumo_ev": -0.45}

=====

Which ΔE to the lowest compared entry with this formula, charge and spin belongs to each record? In order, 180.9; 375.0; 0.0; 12.4; 364.6; 0.0 kJ/mol.